An isolated ion of composition C3H12N4 and charge +2. Source: the Open Molecules 2025 dataset; level of theory: the ωB97M-V functional and the def2-TZVPD basis.

```
19
Properties=species:S:1:pos:R:3
C 0.5313 0.0277 0.0571
C 1.5135 -0.3203 1.1546
C 1.2154 0.2705 -1.2835
N -0.4571 -1.1937 -0.2221
N -0.3364 1.0742 0.4739
N -1.7163 -1.0199 0.1041
N -1.5635 1.1281 -0.0418
H 1.0168 -0.5592 2.0917
H 2.1987 0.5087 1.3226
H 2.1159 -1.1771 0.8614
H 0.5204 0.5018 -2.0872
H 1.8161 -0.5913 -1.5662
H 1.9018 1.1112 -1.1758
H -0.2848 -1.5900 -1.1507
H -0.2298 1.3876 1.4425
H -2.4393 -1.4494 -0.4826
H -1.9355 -1.0377 1.1070
H -2.2496 1.7002 0.4566
H -1.6177 1.2287 -1.0617
```

As for the HOMO-LUMO gap (spin up / spin down): 8.673 / 8.584 eV. The energy relative to the best compared isomer or geometry (same formula, charge and spin) comes out at 513.7 kJ/mol. As for the total charge: +2. Its LUMO energy (spin up / spin down) is -11.18 / -11.24 eV. For the HOMO energy (spin up / spin down), the calculation gives -19.85 / -19.82 eV. The strongest force on any atom comes out at 1.0 eV Å⁻¹.

natural (NBO) population analysis, charges in e, atoms 1 to 4:
1. C 0.258
2. C -0.650
3. C -0.647
4. N -0.241

=====

One molecule with the formula C4H6O. Source: the Open Molecules 2025 dataset; level of theory: the ωB97M-V functional and the def2-TZVPD basis.

```
11
Properties=species:S:1:pos:R:3
C -2.4857 -0.6926 0.6060
C -1.3517 -0.3875 0.4308
C 1.2098 -0.1010 -0.0037
C -0.1043 0.5909 0.4690
O -0.4508 1.6348 -0.4206
H -3.4402 -0.9917 0.5037
H 1.6329 0.7495 -0.6073
H 1.0185 -1.0512 -0.5898
H 1.9331 -0.4592 0.8029
H 0.0615 0.9202 1.5538
H -1.3565 1.9277 -0.1662
```

As for the HOMO-LUMO gap: 11.150 eV. The energy relative to the best compared isomer or geometry (same formula, charge and spin) comes out at 210.7 kJ/mol. Its LUMO energy is 0.84 eV. For the HOMO energy, the calculation gives -10.31 eV. The strongest force on any atom comes out at 4.3 eV Å⁻¹.

natural (NBO) population analysis, charges in e, atoms 1 to 4:
1. C -0.247
2. C -0.040
3. C -0.642
4. C 0.060

=====

C25H22F6N5O8PS3Ti as an isolated structure. Source: the Open Molecules 2025 dataset; level of theory: the ωB97M-V functional and the def2-TZVPD basis.

```
71
Properties=species:S:1:pos:R:3
Ti -0.1413 0.2051 0.0765
C -1.7257 3.0986 2.6703
C -0.7967 2.1510 2.0135
N -1.2460 1.0268 1.5426
N -2.5648 0.8316 1.5872
C -3.0653 -0.3957 1.7107
N -4.3866 -0.4435 1.3094
S -2.3626 -1.7632 2.4179
C 0.6397 2.3525 1.8312
C 1.4038 3.2762 2.5104
C 2.7838 3.2495 2.3637
C 3.3633 2.3168 1.5341
C 2.5311 1.4513 0.8462
N 1.2132 1.4684 0.9995
H -2.3398 2.5710 3.3994
H -2.3916 3.4913 1.8962
H -1.1943 3.9214 3.1471
H -4.6026 0.2472 0.6024
H -4.6768 -1.3814 1.0835
H 0.9252 3.9922 3.1622
H 3.4020 3.9535 2.9069
H 4.4322 2.2747 1.3870
H 2.9145 0.7214 0.1483
F -1.6852 3.9126 -3.4468
C -2.0845 2.7395 -2.9573
F -1.5245 1.7698 -3.6769
F -3.4187 2.6550 -3.1378
S -1.6620 2.5930 -1.1401
O -1.8048 1.1092 -0.9992
O -2.7084 3.3667 -0.5102
N -0.2516 3.1275 -0.9373
S 0.9762 2.3030 -2.0361
O 0.6767 0.8215 -1.5353
O 2.2378 2.7440 -1.4294
C 2.0321 1.4280 -4.2007
F 1.4241 0.3483 -4.8996
F 1.7647 2.4958 -5.0636
F 3.3942 1.1812 -4.4790
O -2.0509 -2.4395 -2.2047
C -1.0615 -1.9169 -1.7554
O -1.0188 -1.2814 -0.5974
C 0.2791 -1.9911 -2.4919
P 1.7031 -1.7206 -1.3462
C 1.8356 -3.3638 -0.5160
C 0.7260 -4.1832 -0.3044
C 0.8146 -5.3074 0.5067
C 2.0125 -5.6383 1.1216
C 3.1261 -4.8354 0.9151
C 3.0334 -3.7102 0.1116
C 3.1359 -1.7955 -2.4954
C 4.3605 -1.3372 -2.0050
C 5.4934 -1.3140 -2.8034
C 5.4141 -1.7330 -4.1238
C 4.1974 -2.1610 -4.6331
C 3.0689 -2.1931 -3.8271
H 0.3032 -1.1653 -3.2111
H 0.3281 -2.9400 -3.0215
H -0.2322 -3.9452 -0.7467
H -0.0676 -5.9141 0.6734
H 2.0703 -6.4968 1.7805
H 4.0652 -5.0712 1.4021
H 3.9059 -3.0815 -0.0171
H 4.4156 -0.9680 -0.9859
H 6.4315 -0.9474 -2.4039
H 6.2880 -1.6901 -4.7627
H 4.1207 -2.4588 -5.6717
H 2.1276 -2.5058 -4.2581
O 2.1406 -1.4145 2.9494
C 1.0635 -1.0106 2.5627
O 0.6667 -1.0192 1.3200
H 0.3113 -0.6437 3.2745
```

As for the HOMO-LUMO gap: 5.346 eV. The energy relative to the best compared isomer or geometry (same formula, charge and spin) comes out at 212.1 kJ/mol. As for the total charge: -2. Its LUMO energy is 3.75 eV. For the HOMO energy, the calculation gives -1.60 eV. The strongest force on any atom comes out at 2.6 eV Å⁻¹.

Löwdin population analysis, charges in e, atoms 1 to 4:
1. Ti 1.065
2. C -0.006
3. C -0.252
4. N -0.088

=====

One molecule with the formula C3H5ClO. Source: the Open Molecules 2025 dataset; level of theory: the ωB97M-V functional and the def2-TZVPD basis.

```
10
Properties=species:S:1:pos:R:3
C 1.0191 -1.2547 -0.3495
C 0.6012 -0.0221 -0.1143
C -0.7020 0.2653 0.5409
O -0.8808 1.9851 0.5685
Cl -2.0921 -0.2288 -0.4704
H 2.0564 -1.4054 -0.6129
H 0.3191 -2.0830 -0.5920
H 1.4037 0.6595 -0.0732
H -0.8072 -0.1418 1.4896
H -0.9175 2.2259 -0.3866
```

As for the HOMO-LUMO gap: 11.201 eV. The energy relative to the best compared isomer or geometry (same formula, charge and spin) comes out at 201.9 kJ/mol. Its LUMO energy is 0.69 eV. For the HOMO energy, the calculation gives -10.51 eV. The strongest force on any atom comes out at 6.4 eV Å⁻¹.

natural (NBO) population analysis, charges in e, atoms 1 to 4:
1. C -0.341
2. C -0.264
3. C 0.094
4. O -0.752